Entry from OMol25: a cluster of 9 separate species, C18H54O9 in total (ωB97M-V with the def2-TZVPD basis set).

The value obtained for the molar mass is 414.62 g/mol. The energy above the lowest of the compared OMol25 structures with the same formula, charge and spin comes out at 148.93 kJ/mol. The value obtained for the frontier orbital gap (alpha / beta) is 9.862 / 3.046 eV. As for the charge: +1. Its multiplicity is 2. Its LUMO energy (alpha / beta) is -0.07494 / -0.32541 hartree. Its HOMO energy (alpha / beta) is -11.90 / -11.90 eV.

The geometry in XYZ format:
```
81
Properties=species:S:1:pos:R:3:forces:R:3:mulliken_charge:R:1
C 1.67555 3.35254 -3.81174 0.0 1.5 -1.2 -0.631
C 1.15463 4.22729 -5.01670 0.3 -1.3 1.1 -0.389
O 0.04762 3.53051 -5.50918 -1.1 -0.6 -0.5 -0.529
H 1.91213 2.33431 -4.12049 0.0 0.1 -0.1 0.127
H 0.91171 3.33924 -3.03426 0.1 0.0 0.0 0.111
H 2.57818 3.85686 -3.46677 0.1 -0.3 0.4 0.389
H 1.88210 4.30951 -5.82424 0.4 0.2 0.3 0.351
H 0.82873 5.20481 -4.66123 0.3 0.2 0.0 0.261
H -0.13520 3.77166 -6.42024 0.0 0.1 0.0 0.306
C 2.19560 -1.17766 -3.71535 1.5 0.0 -0.8 -0.505
C 3.02064 -2.46710 -4.00950 -0.3 1.5 0.5 -0.457
O 2.28050 -3.53732 -3.56785 -1.2 -2.0 0.0 -0.517
H 1.98802 -1.07022 -2.65071 0.0 -0.1 -0.1 0.056
H 1.28501 -1.10927 -4.31052 -0.1 -0.4 0.1 0.449
H 2.79228 -0.32933 -4.05066 0.1 0.3 0.2 0.107
H 3.93639 -2.55212 -3.42445 0.3 0.7 -0.1 0.202
H 3.26228 -2.59334 -5.06485 0.1 0.4 -0.1 0.373
H 1.80909 -3.85460 -4.34162 -0.3 -0.4 0.3 0.309
C -3.07595 3.33675 -0.17441 0.7 0.2 0.6 -0.371
C -3.35242 4.80432 0.17895 -0.2 -0.2 -1.7 -0.466
O -3.15796 5.05524 1.51734 -0.1 -0.4 2.0 -0.528
H -3.73615 2.61849 0.31175 -0.5 0.4 -0.1 0.124
H -2.10456 3.05164 0.22959 0.3 0.2 -0.1 -0.186
H -3.05248 3.14207 -1.24662 -0.2 0.2 0.0 0.456
H -4.36509 5.03881 -0.14911 -0.3 0.1 0.1 0.335
H -2.70125 5.52392 -0.31728 0.2 -0.4 -0.9 0.301
H -3.52946 5.91600 1.72394 0.0 0.0 0.1 0.319
C 0.51292 1.56341 0.25559 -0.6 -0.3 0.6 -1.082
C -0.39841 0.39289 -0.01788 0.4 1.0 -1.2 0.307
O -0.80045 -0.22366 1.17935 0.4 0.4 0.9 -0.208
H 0.81299 2.06333 -0.66536 0.5 -0.4 0.1 0.152
H 1.30011 1.16774 0.89737 0.7 0.6 -0.2 0.185
H -0.06871 2.31388 0.79093 0.1 0.0 0.3 0.337
H 0.07585 -0.36474 -0.64173 0.1 0.1 -0.3 0.358
H -1.23124 0.86046 -0.54312 -0.5 -0.6 -0.1 0.038
H -1.51565 -0.80248 0.90538 -0.8 -0.8 0.4 0.008
C 4.47184 1.05495 -0.47932 0.6 0.5 0.3 -0.922
C 5.10499 0.29976 -1.63464 -0.1 -1.0 2.2 0.042
O 5.20349 1.10635 -2.71890 -0.4 1.0 -2.3 -0.525
H 3.42655 1.30388 -0.66239 -0.1 -0.3 0.0 0.039
H 4.96762 2.01141 -0.31355 0.2 0.1 -0.3 0.369
H 4.62558 0.55242 0.47563 -0.4 -0.4 0.0 0.297
H 4.48874 -0.57192 -1.85490 -0.1 -0.3 0.1 0.033
H 6.11482 -0.05476 -1.42806 0.1 -0.3 0.8 0.324
H 5.24191 0.46579 -3.43291 0.2 0.6 -0.7 0.322
C -2.20214 -1.97882 4.14264 0.4 -0.4 -0.7 -0.531
C -3.47399 -1.44925 4.72800 0.5 0.4 0.4 -0.365
O -4.06893 -2.42843 5.55260 -0.2 0.2 -0.3 -0.519
H -1.82118 -1.26827 3.40909 0.1 0.3 0.0 -0.046
H -2.35277 -2.89779 3.57616 -0.2 -0.1 0.1 0.236
H -1.42822 -2.16358 4.88763 -0.1 0.0 0.2 0.418
H -4.14244 -1.08739 3.94677 -0.2 -0.2 -0.2 0.183
H -3.20546 -0.58265 5.33214 -0.1 0.3 0.1 0.288
H -4.87819 -2.00684 5.85085 -0.2 -0.4 0.4 0.321
C 3.04004 -0.32813 3.82133 0.5 -0.3 0.9 -1.380
C 1.73076 -0.86496 3.25962 1.3 2.2 -0.2 0.226
O 0.73277 0.11577 3.42000 1.7 -0.8 1.4 -0.122
H 3.24957 0.69104 3.49654 -0.3 -0.1 -0.3 0.382
H 3.84813 -0.97690 3.48339 -0.1 -0.1 -0.3 0.403
H 3.15157 -0.32246 4.90559 -0.5 -0.1 0.1 0.369
H 1.36283 -1.78754 3.70857 -0.3 -0.6 0.4 0.414
H 1.88264 -1.06731 2.19939 -0.6 -0.4 -0.4 0.264
H 0.16326 0.03161 2.65179 -2.2 -0.1 -2.2 0.392
C -0.53029 -5.01359 1.47644 -1.3 -0.3 0.5 -1.337
C 0.02466 -3.63015 1.30784 0.9 -1.0 -0.6 0.777
O 1.43103 -3.82224 1.15525 0.7 0.9 0.4 -0.583
H -0.05560 -5.54516 2.30117 0.4 0.1 -0.2 0.332
H -0.44066 -5.59415 0.55828 0.1 0.0 0.0 0.398
H -1.58358 -5.01486 1.75694 -0.3 0.1 -0.2 0.336
H -0.13635 -3.00057 2.18294 -0.1 0.1 -0.1 -0.331
H -0.29739 -3.16596 0.37569 -0.7 0.4 0.3 0.111
H 1.56226 -4.23361 0.29784 0.2 -0.1 -0.1 0.332
C -4.51438 -0.14924 -0.43245 -0.6 -0.3 0.2 -0.987
C -4.30879 -1.07740 0.75674 -0.3 0.4 -0.7 -0.206
O -3.11139 -1.82387 0.55750 0.9 0.1 0.8 -0.469
H -5.20638 0.65678 -0.18840 -0.2 -0.1 -0.1 0.337
H -4.94188 -0.75711 -1.22985 0.1 0.4 -0.4 0.423
H -3.57806 0.31986 -0.73467 0.0 -0.2 0.0 0.134
H -5.12055 -1.79653 0.86629 -0.2 0.2 0.1 0.372
H -4.26789 -0.46221 1.65561 0.6 -0.4 0.2 0.129
H -3.19589 -2.37985 -0.22054 -0.2 0.0 -0.1 0.232
```
Forces are in eV/Å.